(1)
C35H52O2P4Tl as an isolated structure at a distorted geometry, computed with ωB97M-V with the def2-TZVPD basis set.

Results
Total charge: +3
Energy above the lowest of the compared OMol25 structures with the same formula, charge and spin (kcal per mole): 63.81
HOMO energy (alpha / beta) (eV): -15.3111 / -15.3260
Strongest force on any atom (eV/Å): 3.28
Energy (Ha): -3052.23522

Atoms and positions in Å:
Tl 1.54728 0.31235 0.01783
P -1.16737 -0.96431 -2.69141
P 2.80525 -2.27706 -1.05450
P 0.84554 1.01723 -3.18190
H -0.07360 4.43549 2.24239
C -0.43368 4.73992 1.25210
C -1.55106 4.22000 0.71475
H -2.15450 3.49409 1.26494
C -2.19484 -2.07467 -1.63915
C -0.88951 -2.12669 -4.09442
C -2.55462 0.02534 -3.39862
C 4.36138 -1.87455 -0.13555
C 2.45292 -3.90613 -0.28289
C 3.57338 -2.85973 -2.61783
C -0.02302 2.63088 -2.96515
C 0.73824 0.80164 -5.00747
C 2.57489 1.65330 -3.13723
H 0.16122 5.49811 0.72424
H -1.92069 4.54256 -0.26738
H -2.92589 -1.48355 -1.07208
H -1.55406 -2.60794 -0.92605
H -2.72986 -2.80143 -2.26856
H -0.38086 -3.01764 -3.70436
H -0.27031 -1.66977 -4.87380
H -1.86445 -2.41253 -4.50905
H -3.12605 0.46602 -2.57198
H -3.20357 -0.64988 -3.96907
H -2.19067 0.82445 -4.05318
H 5.00572 -2.76646 -0.12096
H 4.13670 -1.59590 0.90434
H 4.90718 -1.05352 -0.62294
H 3.37447 -4.51032 -0.23969
H 1.69286 -4.44293 -0.87286
H 2.06295 -3.75215 0.73579
H 4.32435 -3.64200 -2.41582
H 4.05490 -2.01237 -3.13001
H 2.79359 -3.26942 -3.27852
H 0.59284 3.42945 -3.40152
H -0.16971 2.83581 -1.89379
H -1.00122 2.61832 -3.46133
H 1.21058 1.66711 -5.49352
H -0.29639 0.70674 -5.36108
H 1.29755 -0.10347 -5.28141
H 2.61990 2.54113 -3.77807
H 3.26263 0.89561 -3.52795
H 2.89647 1.92656 -2.12494
C 4.80358 2.40414 0.15017
C 6.02962 1.99198 0.69089
C 7.13059 2.82835 0.51283
C 6.97428 4.05248 -0.16008
C 5.71948 4.47442 -0.62283
C 4.60657 3.65282 -0.44683
O 3.72598 1.53065 0.15820
H 3.97589 0.70303 0.64467
H 6.08833 1.03354 1.21164
H 8.10503 2.52078 0.89864
H 7.84588 4.70225 -0.29199
H 5.59960 5.44204 -1.11207
H 3.59846 3.93951 -0.76023
O -1.01455 -0.47754 0.95192
P -2.14500 -0.73532 1.92408
C -1.66781 -0.26311 3.59437
C -2.28639 -0.81781 4.72443
C -1.89926 -0.40169 6.00446
C -0.86722 0.53007 6.15846
C -0.24364 1.07475 5.02916
C -0.65323 0.69606 3.74954
C -3.65442 0.17260 1.53174
C -4.81387 0.03340 2.31413
C -5.98076 0.72846 1.97334
C -5.99572 1.57221 0.85795
C -4.83338 1.73376 0.09604
C -3.66099 1.05404 0.43718
C -2.63297 -2.47257 1.99900
C -3.86646 -2.93854 1.51007
C -4.20964 -4.28950 1.63221
C -3.31893 -5.18864 2.22125
C -2.07344 -4.74016 2.67295
C -1.72870 -3.39241 2.55631
H -3.06094 -1.58199 4.61612
H -2.40500 -0.81705 6.87889
H -0.54801 0.83058 7.15688
H 0.56601 1.79712 5.14358
H -0.17807 1.12890 2.86451
H -4.82184 -0.62767 3.18515
H -6.87893 0.60068 2.58339
H -6.91037 2.10457 0.58844
H -4.83525 2.39731 -0.76934
H -2.74078 1.21087 -0.13138
H -4.57249 -2.25085 1.04082
H -5.17775 -4.63302 1.25937
H -3.58863 -6.23991 2.31794
H -1.36322 -5.43954 3.11381
H -0.75851 -3.04176 2.90991


(2)
C35H52OP4RhSe as an isolated structure at a distorted geometry, computed with ωB97M-V with the def2-TZVPD basis set.

Results
Spin multiplicity: 5
Total charge: +3
Energy above the lowest of the compared OMol25 structures with the same formula, charge and spin (kcal per mole): 0.00
HOMO energy (alpha / beta) (eV): -14.3145 / -16.7142
⟨S²⟩: 6.026
Strongest force on any atom (eV/Å): 2.93
Energy (Ha): -5316.52898

Atoms and positions in Å:
Rh 0.59078 -0.49338 -0.87236
P -0.72838 -0.93880 0.91257
P 1.94999 -2.20805 -0.65044
P -1.83614 -0.43731 -2.24405
H -0.74875 4.77104 -0.79639
C -1.51294 4.11598 -1.22299
C -2.40155 3.48843 -0.43451
H -2.38783 3.62410 0.65298
C -0.14932 -1.24063 2.63752
C -1.71474 -2.44568 0.59209
C -1.84194 0.48551 1.18052
C 3.54155 -1.80481 -1.43507
C 2.43024 -2.76793 1.01780
C 1.33512 -3.72585 -1.45447
C -1.98917 1.18402 -3.08102
C -3.53139 -0.54491 -1.49701
C -2.10448 -1.62429 -3.63402
H -1.54527 4.05959 -2.31436
H -3.20110 2.85476 -0.83371
H -0.21612 -0.32585 3.24194
H 0.87576 -1.62335 2.69549
H -0.81705 -1.99288 3.08133
H -1.40741 -3.21752 1.31011
H -1.55194 -2.83281 -0.42173
H -2.78057 -2.23435 0.73772
H -1.52997 1.01373 2.09162
H -2.87644 0.13939 1.30983
H -1.80332 1.21460 0.35871
H 4.18594 -2.69409 -1.44934
H 4.03004 -1.00764 -0.85942
H 3.36764 -1.45253 -2.46068
H 3.24704 -3.50028 0.93524
H 1.57927 -3.24616 1.51962
H 2.78208 -1.91178 1.61030
H 2.14548 -4.46657 -1.48846
H 1.00122 -3.50851 -2.47710
H 0.49553 -4.13577 -0.87810
H -2.96590 1.21798 -3.58416
H -1.19336 1.31416 -3.82449
H -1.93047 2.00284 -2.35259
H -4.25484 -0.43575 -2.31644
H -3.70545 0.24956 -0.76252
H -3.69216 -1.52142 -1.02235
H -3.18389 -1.69838 -3.81870
H -1.73012 -2.62104 -3.37214
H -1.60840 -1.28643 -4.55245
C 1.35163 1.15136 -3.44852
C 1.51007 1.94717 -2.31216
C 1.84452 3.29856 -2.44561
C 1.99867 3.85559 -3.71879
C 1.83037 3.05826 -4.86102
C 1.53224 1.70442 -4.73197
Se 0.82025 -0.70842 -3.31773
H 1.10687 0.32060 1.56716
H 1.33366 1.50490 -1.30707
H 1.97152 3.90956 -1.55163
H 2.25166 4.91076 -3.82448
H 1.93676 3.50051 -5.85329
H 1.42144 1.06022 -5.60398
O 2.02096 0.71026 1.43327
P 2.61539 1.81396 2.44223
C 4.19536 2.17860 1.70054
C 4.41254 1.96914 0.32633
C 5.64585 2.28293 -0.24661
C 6.67794 2.80354 0.54152
C 6.47192 3.01189 1.90952
C 5.24116 2.70068 2.49102
C 1.48766 3.19533 2.41389
C 0.25386 3.12022 3.08899
C -0.66908 4.15972 2.96688
C -0.35597 5.29669 2.21853
C 0.87906 5.38860 1.56948
C 1.80213 4.34669 1.66404
C 2.78050 0.99074 4.01529
C 3.52767 -0.20353 4.06280
C 3.59700 -0.93586 5.24781
C 2.97234 -0.46085 6.40636
C 2.28446 0.75460 6.37914
C 2.19525 1.49056 5.19544
H 3.61626 1.56077 -0.30016
H 5.79533 2.12076 -1.31520
H 7.64016 3.04824 0.08898
H 7.27116 3.42021 2.53033
H 5.08050 2.86071 3.55924
H 0.03131 2.26291 3.72831
H -1.63290 4.07704 3.47080
H -1.07820 6.11011 2.14078
H 1.12575 6.27588 0.98564
H 2.77175 4.42319 1.16673
H 4.06878 -0.54566 3.17555
H 4.14733 -1.87638 5.26358
H 3.03260 -1.03516 7.33175
H 1.81336 1.14217 7.28306
H 1.68090 2.45075 5.18032


(3)
C35H52OP4SeTb as an isolated structure at a distorted geometry, computed with ωB97M-V with the def2-TZVPD basis set.

Results
Spin multiplicity: 7
Total charge: +3
HOMO energy (alpha / beta) (eV): -16.1029 / -16.1035
⟨S²⟩: 12.596
Strongest force on any atom (eV/Å): 2.88
Energy (Ha): -6030.46953

Atoms and positions in Å:
Tb 0.15261 -0.90957 -0.19239
P 0.44062 -2.80427 1.72688
P 2.60982 -1.03772 -1.49052
P -2.56882 -0.75901 0.17347
H -0.00548 0.23474 -4.55183
C -0.82679 0.65527 -3.97202
C -0.58636 1.64057 -3.07223
H 0.43586 1.82833 -2.74091
C 0.25402 -4.57740 1.28373
C 2.11958 -2.83617 2.48534
C -0.61773 -2.75338 3.23136
C 3.07178 -0.00015 -2.91096
C 3.93524 -0.58564 -0.31518
C 3.05750 -2.73816 -1.94967
C -3.45495 0.38618 -0.93934
C -3.16999 -0.31450 1.85387
C -3.31083 -2.40078 -0.10773
H -1.81520 0.28132 -4.22974
H -1.38687 2.25753 -2.64791
H 0.56302 -5.21365 2.13272
H 0.85081 -4.81236 0.38751
H -0.79387 -4.77186 1.00863
H 2.16365 -3.69579 3.17228
H 2.28419 -1.89274 3.02519
H 2.89781 -2.91756 1.71308
H -0.17276 -3.41379 3.98917
H -1.64173 -3.06757 2.99268
H -0.66408 -1.72683 3.60964
H 3.85375 -0.48609 -3.50501
H 3.44581 0.97219 -2.56658
H 2.19557 0.17923 -3.54276
H 4.89914 -0.67868 -0.82434
H 3.93198 -1.23138 0.56848
H 3.80514 0.44906 0.01711
H 3.98266 -2.72719 -2.53264
H 2.24412 -3.18133 -2.54248
H 3.18142 -3.34742 -1.04691
H -4.51226 0.08824 -0.96284
H -3.01286 0.32279 -1.94558
H -3.35412 1.43244 -0.61253
H -4.23859 -0.56003 1.93140
H -3.00851 0.74669 2.07691
H -2.59641 -0.86562 2.61379
H -4.39944 -2.26609 -0.21330
H -3.08691 -3.05983 0.74762
H -2.87561 -2.85889 -1.01244
C -1.10661 -3.05860 -4.27048
C -1.21029 -2.27921 -5.42247
C -1.59655 -2.85896 -6.64687
C -1.91271 -4.21928 -6.71788
C -1.86087 -4.98716 -5.54387
C -1.49155 -4.40182 -4.32243
Se -0.33873 -2.46826 -2.38961
H -0.35071 -0.88809 -2.46760
H -1.01426 -1.21169 -5.40690
H -1.64556 -2.24149 -7.53455
H -2.19831 -4.68318 -7.67417
H -2.10417 -6.05203 -5.58694
H -1.49127 -5.00817 -3.41300
O 0.87098 0.88899 0.69776
P 0.58397 2.18809 1.49664
C -0.48138 3.27049 0.53726
C 0.07405 4.30033 -0.25292
C -0.74474 5.12918 -1.02475
C -2.13672 4.92791 -1.01587
C -2.70033 3.91467 -0.21794
C -1.87224 3.11320 0.56936
C 0.00717 1.72005 3.13428
C 0.79211 0.81446 3.87854
C 0.26396 0.22714 5.03109
C -1.02123 0.57225 5.47411
C -1.71627 1.59986 4.82846
C -1.18683 2.20640 3.68495
C 1.98330 3.23234 1.89955
C 3.30200 2.75582 1.93300
C 4.29350 3.53130 2.54903
C 3.96690 4.72902 3.19158
C 2.65569 5.22108 3.13331
C 1.67537 4.48648 2.46633
H 1.14719 4.48188 -0.23839
H -0.31041 5.93457 -1.62473
H -2.77746 5.53661 -1.65838
H -3.78007 3.74365 -0.21141
H -2.31582 2.38219 1.23688
H 1.80971 0.55500 3.57013
H 0.85033 -0.50452 5.59434
H -1.46613 0.06623 6.33685
H -2.68037 1.93340 5.22224
H -1.70760 3.05169 3.23302
H 3.54562 1.79556 1.46982
H 5.32672 3.18939 2.50321
H 4.73591 5.31202 3.69592
H 2.39629 6.18086 3.57492
H 0.66248 4.88716 2.38560


(4)
C35H53GaN5O3P3 as an isolated structure at a distorted geometry, computed with ωB97M-V with the def2-TZVPD basis set.

Results
Total charge: +2
HOMO energy (eV): -11.7856
Strongest force on any atom (eV/Å): 1.33
Energy (Ha): -4813.52558

Atoms and positions in Å:
Ga -0.12301 0.21188 -0.02694
C 1.70329 -4.00510 1.33660
C 1.77301 -2.49552 1.15324
C 3.11197 -1.90925 1.59133
P 1.33160 -1.84129 -0.53900
C 2.66804 -2.23245 -1.78694
C 3.21762 -3.65268 -1.72290
C 3.78913 -1.19763 -1.71712
C -0.09764 -2.80702 -1.07849
C -0.20289 -3.65101 -2.17768
C -1.41843 -4.23872 -2.50582
C -2.54640 -3.96596 -1.74401
C -2.47576 -3.08103 -0.68819
C -1.25938 -2.47597 -0.35045
N -1.14382 -1.49384 0.59905
C -1.74485 -1.61005 1.83153
C -2.07995 -2.86324 2.36792
C -2.60381 -2.97738 3.63823
C -2.78794 -1.85338 4.43268
C -2.44597 -0.61299 3.93481
C -1.93397 -0.47411 2.64801
P -1.47188 1.09908 1.91682
C -3.10377 1.83587 1.37013
C -4.08503 2.20155 2.47890
C -3.72262 0.77829 0.45113
C -0.51560 2.13476 3.14816
C -1.28792 2.92490 4.20051
C 0.51728 1.19232 3.76028
H 1.72196 -4.22317 2.40269
H 2.54525 -4.51480 0.87890
H 0.78124 -4.41399 0.92917
H 0.99711 -2.04723 1.78850
H 3.94917 -2.42701 1.13136
H 3.21579 -2.00442 2.66938
H 3.16729 -0.85196 1.33368
H 2.14328 -2.09189 -2.74232
H 3.90448 -3.76192 -0.88856
H 3.76914 -3.87455 -2.63523
H 2.42470 -4.38364 -1.60683
H 4.52250 -1.48670 -0.97127
H 3.39232 -0.22252 -1.43581
H 4.30579 -1.12107 -2.67369
H 0.67443 -3.90962 -2.75003
H -1.48584 -4.92584 -3.33559
H -3.48657 -4.43444 -1.98926
H -3.36232 -2.83188 -0.12354
H -1.90020 -3.75594 1.78430
H -2.86401 -3.95479 4.01879
H -3.18068 -1.95197 5.43289
H -2.57480 0.26091 4.55364
H -2.85742 2.73355 0.78851
H -4.20218 1.38137 3.18281
H -5.05742 2.39793 2.03021
H -3.78340 3.09379 3.01761
H -4.18823 -0.00209 1.05182
H -2.96525 0.31182 -0.18818
H -4.48285 1.22399 -0.18641
H 0.01775 2.85941 2.51528
H -1.98894 2.30877 4.75557
H -1.82336 3.75714 3.74838
H -0.57597 3.34183 4.91117
H 0.04309 0.49912 4.45071
H 1.27335 1.76036 4.29566
H 1.01328 0.62040 2.97180
O 1.53221 1.08452 0.15111
C 1.84892 2.32791 0.49440
C 2.96748 2.54501 1.30765
C 3.36036 3.81751 1.65443
C 2.68520 4.92211 1.14684
C 1.58555 4.73365 0.34268
C 1.11717 3.44754 0.03086
C -0.11715 3.26651 -0.70129
N -0.68711 2.10445 -1.02705
C -1.83281 2.39289 -1.70780
C -1.97033 3.74031 -1.80833
N -0.87980 4.27944 -1.18692
H 3.50830 1.68522 1.67166
H 4.19086 3.95724 2.32528
H 3.01188 5.91975 1.38935
H 1.07339 5.60070 -0.04755
H -2.46614 1.62093 -2.08981
H -2.72911 4.33740 -2.26860
H -0.74213 5.26566 -1.02700
N 1.54216 2.75883 -3.79489
C 1.78510 1.38855 -3.30584
P 0.12974 0.52737 -3.58192
O -0.67580 1.62769 -4.18362
O -0.35801 -0.24835 -2.39493
C 0.38498 -0.82126 -4.88596
N -0.51943 -1.91394 -4.48536
H 0.48925 2.66266 -4.10756
H 2.12124 3.03296 -4.59112
H 1.63413 3.46546 -3.06266
H 1.97906 1.37148 -2.23424
H 2.61162 0.92068 -3.83299
H 1.41062 -1.18547 -4.91098
H 0.12450 -0.43686 -5.87069
H -1.48637 -1.68805 -4.74987
H -0.50243 -1.97663 -3.42364
H -0.27082 -2.83285 -4.87159